w | Formula: C2H5ClN2S
Source: the Open Molecules 2025 dataset
Level of theory: the ωB97M-V functional and the def2-TZVPD basis

Summary:
highest occupied orbital energy	-0.3529	Eh
molecular weight	124.60	Da
gap between HOMO and LUMO	10.15	eV

Each line ends with the Mulliken charge.
Geometry (Å):
C (0.009, 0.702, 0.154)  0.5654
C (-1.393, 0.506, 0.743)  -0.4437
H (2.190, -1.166, -1.224)  0.1484
H (0.682, -1.017, 1.302)  0.2454
H (1.427, 1.696, -0.566)  0.2496
H (-1.313, 0.023, 1.708)  0.2968
H (-1.986, 1.514, 0.665)  0.2818
N (0.899, -0.324, 0.594)  -0.3024
N (0.382, 1.753, -0.514)  -0.6195
S (2.416, -0.496, -0.111)  -0.2289
Cl (-2.372, -0.610, -0.355)  -0.1928

x | Formula: C2H5ClN2S
Source: the Open Molecules 2025 dataset
Level of theory: the ωB97M-V functional and the def2-TZVPD basis

Summary:
highest occupied orbital energy	-0.3335	Eh
molecular weight	124.60	Da
gap between HOMO and LUMO	9.07	eV

Each line ends with the Mulliken charge.
Geometry (Å):
C (0.882, 0.397, 0.059)  -0.3469
C (0.477, -0.953, -0.694)  -0.4446
N (-0.015, 0.614, 1.257)  -0.4461
N (-1.693, -0.029, 0.700)  -0.1718
S (-1.095, -1.514, 0.184)  0.0413
Cl (-2.304, 1.122, -0.508)  -0.0810
H (1.810, 0.233, 0.571)  0.3125
H (0.804, 1.265, -0.629)  0.2702
H (0.254, -0.743, -1.800)  0.2640
H (1.255, -1.866, -0.655)  0.3216
H (-0.375, 1.473, 1.516)  0.2809

It is w that is most stable; the runner-up trails by 77.4 kcal/mol.

w | Formula: C4H8O4
Source: the Open Molecules 2025 dataset
Level of theory: the ωB97M-V functional and the def2-TZVPD basis

Summary:
highest occupied orbital energy	-0.3875	Eh
molecular weight	120.10	Da
gap between HOMO and LUMO	11.03	eV

Each line ends with the Mulliken charge.
Geometry (Å):
O (1.139, -3.410, -3.146)  -0.5585
O (0.169, -3.493, -1.069)  -0.4572
C (1.207, -3.129, -1.930)  0.6506
C (2.404, -2.395, -1.300)  -0.7763
H (-0.584, -3.787, -1.651)  0.3489
H (2.569, -1.349, -1.608)  0.2630
H (3.276, -2.994, -1.611)  0.2496
H (2.327, -2.429, -0.200)  0.2797
O (-3.222, 2.826, 1.740)  -0.5125
O (-1.325, 3.167, 3.033)  -0.4451
C (-2.042, 2.868, 1.912)  0.5920
C (-1.175, 2.700, 0.739)  -0.7380
H (-1.960, 3.467, 3.739)  0.3515
H (-1.081, 1.631, 0.483)  0.2005
H (-0.180, 3.082, 1.022)  0.2820
H (-1.521, 3.247, -0.154)  0.2697

x | Formula: C4H8O4
Source: the Open Molecules 2025 dataset
Level of theory: the ωB97M-V functional and the def2-TZVPD basis

Summary:
highest occupied orbital energy	-0.3684	Eh
molecular weight	120.10	Da
gap between HOMO and LUMO	10.64	eV

Each line ends with the Mulliken charge.
Geometry (Å):
C (0.031, -0.362, 1.992)  -1.1793
C (0.409, -0.390, 0.538)  0.7326
O (0.540, 2.023, 0.025)  -0.1433
O (1.883, 2.164, -0.452)  -0.2747
O (1.496, -0.791, 0.146)  -0.5993
H (2.095, 1.215, -0.546)  0.3770
H (0.398, -1.267, 2.482)  0.3515
H (0.490, 0.514, 2.457)  0.2391
H (-1.050, -0.309, 2.123)  0.3479
C (-0.869, -0.921, -1.607)  -1.4811
C (-0.712, 0.103, -0.495)  0.5518
O (-0.349, 1.332, -1.033)  -0.2488
H (-1.644, 0.205, 0.075)  0.2427
H (-1.673, -0.620, -2.286)  0.3864
H (-1.087, -1.916, -1.209)  0.3731
H (0.042, -0.981, -2.211)  0.3245

It is w that is most stable; the runner-up trails by 138.5 kcal/mol.

w | Formula: C2H2ClN3O
Source: the Open Molecules 2025 dataset
Level of theory: the ωB97M-V functional and the def2-TZVPD basis

Summary:
highest occupied orbital energy	-0.3776	Eh
molecular weight	119.51	Da
gap between HOMO and LUMO	10.35	eV

Each line ends with the Mulliken charge.
Geometry (Å):
C (1.848, -1.254, 1.326)  0.4010
C (-0.234, 0.076, 1.488)  0.5359
N (2.461, -1.767, 0.491)  -0.4324
N (-0.154, 0.246, 0.134)  -0.3866
N (1.212, -0.410, 2.147)  -0.1407
O (-1.162, 0.359, 2.197)  -0.4529
Cl (1.046, -0.846, 3.804)  -0.0166
H (0.641, 0.133, -0.503)  0.2612
H (-0.907, 0.183, -0.502)  0.2312

x | Formula: C2H2ClN3O
Source: the Open Molecules 2025 dataset
Level of theory: the ωB97M-V functional and the def2-TZVPD basis

Summary:
highest occupied orbital energy	-0.3712	Eh
molecular weight	119.51	Da
gap between HOMO and LUMO	10.43	eV

Each line ends with the Mulliken charge.
Geometry (Å):
C (1.053, 0.793, -0.113)  0.3732
C (2.026, -2.645, -2.263)  0.4954
N (0.419, 1.410, -0.856)  -0.4051
N (1.800, 0.208, 0.765)  -0.4508
N (2.486, -1.582, -2.506)  -0.1582
O (1.901, -3.694, -1.780)  -0.4099
Cl (2.899, -0.311, -3.434)  0.0619
H (1.379, 0.140, 1.707)  0.2401
H (2.865, 0.216, 0.717)  0.2534

It is w that is most stable; the runner-up trails by 14.8 kcal/mol.

w | Formula: C17H19N
Source: the Open Molecules 2025 dataset
Level of theory: the ωB97M-V functional and the def2-TZVPD basis

Summary:
highest occupied orbital energy	-0.2800	Eh
molecular weight	237.35	Da
gap between HOMO and LUMO	8.51	eV

Each line ends with the Mulliken charge.
Geometry (Å):
C (2.368, -0.166, 2.026)  -0.2918
C (2.113, -1.570, -0.074)  0.9686
C (2.969, -1.191, 1.013)  0.2083
C (2.463, -2.931, -0.497)  -0.5006
C (3.752, -2.338, 1.198)  -0.5220
C (1.336, -0.817, -1.015)  -0.4888
C (0.822, -1.610, -2.043)  -0.3492
C (1.034, -3.011, -2.348)  -0.8623
C (1.878, -3.652, -1.470)  -0.4253
N (3.500, -3.425, 0.339)  -0.0338
H (1.147, 0.226, -0.794)  0.4476
H (0.287, -0.910, -2.715)  0.2922
H (0.536, -3.472, -3.166)  0.4354
H (1.483, 0.293, 1.490)  -0.4562
H (3.050, 0.606, 2.484)  0.3521
H (4.571, -2.298, 1.915)  0.3535
H (4.070, -4.228, 0.417)  0.1506
H (2.270, -4.686, -1.577)  0.2923
H (1.818, -0.738, 2.788)  0.3077
C (-2.981, 2.219, -1.428)  -0.7002
C (-4.223, 3.141, -1.054)  -1.3209
C (-2.185, 1.755, -0.269)  0.5749
C (-0.871, 2.039, -0.202)  -0.4444
C (-2.716, 0.950, 0.794)  -0.4987
C (-0.201, 1.966, 1.003)  -0.3141
C (-1.946, 0.873, 2.025)  -0.5149
C (-0.700, 1.430, 2.144)  -0.2252
H (-3.383, 1.415, -2.221)  0.3438
H (-2.568, 2.934, -2.105)  0.2902
H (-4.838, 3.028, -0.288)  0.4843
H (-0.411, 2.498, -1.128)  0.2527
H (-3.709, 0.387, 0.797)  0.3228
H (0.826, 2.375, 0.940)  0.3256
H (-2.374, 0.374, 2.797)  0.5129
H (-0.155, 1.380, 3.132)  0.3839
H (-4.982, 2.942, -1.892)  0.3023
H (-4.050, 4.213, -1.013)  0.3467

x | Formula: C17H19N
Source: the Open Molecules 2025 dataset
Level of theory: the ωB97M-V functional and the def2-TZVPD basis

Summary:
highest occupied orbital energy	-0.2917	Eh
molecular weight	237.35	Da
gap between HOMO and LUMO	8.71	eV

Each line ends with the Mulliken charge.
Geometry (Å):
C (2.709, -1.222, -3.827)  -0.6293
C (4.021, -0.577, -4.068)  -1.0378
C (1.498, -0.121, -3.805)  0.3559
C (1.434, 0.525, -5.113)  -0.5650
C (0.719, 0.375, -2.729)  -0.5586
C (0.399, 1.467, -5.459)  -0.6161
C (-0.263, 1.381, -3.116)  -0.3617
C (-0.425, 1.886, -4.389)  -0.4331
H (2.405, -1.908, -4.619)  0.3151
H (2.952, -1.853, -2.958)  0.3591
H (4.601, -1.429, -4.334)  0.2862
H (2.228, 0.371, -5.683)  0.5045
H (0.813, 0.072, -1.686)  0.4447
H (0.532, 1.967, -6.336)  0.4324
H (-0.806, 1.801, -2.369)  0.4944
H (-0.881, 2.819, -4.565)  0.3171
H (4.495, -0.251, -3.204)  0.3382
H (3.948, 0.355, -4.669)  0.3520
C (1.090, -1.147, 4.832)  -1.3909
C (-1.945, -0.701, 2.919)  -0.1033
C (-0.785, -0.230, 3.573)  1.0417
C (0.168, -1.301, 3.705)  0.5344
C (-0.344, -2.365, 3.081)  -0.6131
C (-3.069, 0.082, 2.565)  -1.1103
C (-2.903, 1.398, 2.864)  -0.1849
C (-1.826, 1.977, 3.532)  -0.6173
C (-0.662, 1.123, 3.797)  -0.4273
N (-1.740, -2.044, 2.483)  -0.1199
H (-3.772, -0.128, 1.927)  0.5340
H (-3.743, 2.160, 2.700)  0.2458
H (-2.363, -2.651, 1.957)  0.1742
H (-1.583, 3.048, 3.771)  0.2982
H (-0.013, -3.340, 2.762)  0.3838
H (0.226, 1.633, 4.205)  0.3121
H (1.029, -2.093, 5.591)  0.2392
H (1.154, -0.226, 5.334)  0.3774
H (2.060, -1.338, 4.621)  0.4284

It is w that is most stable; the runner-up trails by 22.8 kcal/mol.

w | Formula: C6H13NO
Source: the Open Molecules 2025 dataset
Level of theory: the ωB97M-V functional and the def2-TZVPD basis

Summary:
highest occupied orbital energy	-0.3133	Eh
molecular weight	115.18	Da
gap between HOMO and LUMO	9.43	eV

Each line ends with the Mulliken charge.
Geometry (Å):
C (0.341, 1.653, -0.131)  -0.4804
N (-0.614, 0.819, 0.548)  -0.1914
C (-0.811, -0.482, -0.144)  -0.0382
C (-1.231, -0.854, -1.332)  -0.3476
C (-2.095, 0.059, -2.128)  -0.9165
C (1.074, -1.665, 0.884)  -0.8661
C (-0.250, -1.547, 0.833)  -0.0251
H (-0.083, 1.796, -1.118)  0.1469
H (1.261, 1.050, -0.167)  0.1078
H (0.658, 2.599, 0.344)  0.4539
H (-1.415, 1.254, 0.972)  0.2212
H (-0.924, -1.757, -1.822)  0.4146
H (-1.774, 1.136, -1.925)  0.1966
H (-3.169, -0.076, -1.771)  0.2364
H (-2.182, -0.150, -3.211)  0.3114
H (1.646, -2.408, 1.334)  0.3608
H (1.664, -1.054, 0.222)  0.2888
H (-1.120, -2.006, 1.375)  0.3258
H (2.015, 0.802, 1.058)  0.1928
H (3.230, 1.694, 1.016)  0.3309
O (2.781, 1.046, 1.540)  -0.7226

x | Formula: C6H13NO
Source: the Open Molecules 2025 dataset
Level of theory: the ωB97M-V functional and the def2-TZVPD basis

Summary:
highest occupied orbital energy	-0.3495	Eh
molecular weight	115.18	Da
gap between HOMO and LUMO	10.38	eV

Each line ends with the Mulliken charge.
Geometry (Å):
O (-0.419, 1.414, 2.083)  -0.5330
C (-0.121, 2.001, 1.069)  -0.0679
N (0.511, 1.350, 0.043)  -0.1589
C (0.703, -0.092, -0.029)  -0.0271
C (-0.724, -0.813, -0.156)  0.7176
C (-0.375, -2.186, 0.460)  -1.4103
C (-1.214, -0.885, -1.635)  -1.6797
C (1.580, -0.351, -1.273)  -1.6281
H (-0.247, 3.096, 0.906)  0.3545
H (0.690, 1.810, -0.836)  0.2605
H (1.229, -0.496, 0.835)  0.3985
H (-1.418, -0.106, 0.295)  0.3570
H (-0.311, -2.171, 1.545)  0.3505
H (-1.149, -2.977, 0.339)  0.4028
H (0.538, -2.521, -0.018)  0.2674
H (-0.592, -1.515, -2.250)  0.3405
H (-1.204, 0.109, -2.019)  0.4168
H (-2.280, -1.184, -1.543)  0.4289
H (1.006, -0.299, -2.202)  0.4349
H (2.408, 0.336, -1.304)  0.4627
H (1.926, -1.419, -1.335)  0.3122

y | Formula: C6H13NO
Source: the Open Molecules 2025 dataset
Level of theory: the ωB97M-V functional and the def2-TZVPD basis

Summary:
highest occupied orbital energy	-0.3676	Eh
molecular weight	115.18	Da
gap between HOMO and LUMO	10.89	eV

Each line ends with the Mulliken charge.
Geometry (Å):
C (1.063, 0.855, -0.450)  0.6871
C (0.663, 0.012, 0.757)  -0.4430
C (-0.509, -2.402, 0.377)  -1.1871
C (0.212, 0.519, -1.676)  -1.4310
C (0.973, 2.348, -0.115)  -1.4933
C (-1.506, -0.995, 0.937)  0.6000
O (-0.677, 0.113, 1.096)  -0.3737
N (-2.714, -1.012, 1.215)  -0.6741
H (2.109, 0.609, -0.666)  0.2288
H (-3.112, -0.162, 1.613)  0.2848
H (0.693, -1.179, 0.466)  0.1596
H (1.281, 0.203, 1.638)  0.3744
H (-0.127, -2.830, 1.303)  0.3509
H (-1.334, -3.021, 0.042)  0.3952
H (0.155, -2.540, -0.476)  0.3960
H (0.498, 1.146, -2.519)  0.4495
H (-0.057, 2.614, 0.125)  0.3120
H (-0.842, 0.690, -1.470)  0.2568
H (0.341, -0.519, -1.974)  0.3204
H (1.291, 2.954, -0.964)  0.4109
H (1.599, 2.595, 0.741)  0.3758

z | Formula: C6H13NO
Source: the Open Molecules 2025 dataset
Level of theory: the ωB97M-V functional and the def2-TZVPD basis

Summary:
highest occupied orbital energy	-0.3117	Eh
molecular weight	115.18	Da
gap between HOMO and LUMO	9.45	eV

Each line ends with the Mulliken charge.
Geometry (Å):
C (-0.982, -1.451, -0.770)  -1.6970
C (-0.294, -1.485, 1.657)  -1.5468
C (1.415, 0.284, -1.293)  -1.6561
C (-0.346, -0.694, 0.370)  1.7446
C (0.833, 0.182, 0.099)  -0.0638
H (1.617, 0.090, 0.851)  0.3874
H (-0.311, -2.251, -1.092)  0.3530
H (-1.927, -1.884, -0.450)  0.4032
H (-1.281, -1.865, 1.911)  0.3657
H (-1.174, -0.794, -1.614)  0.3411
H (0.384, -2.331, 1.532)  0.3591
H (0.072, -0.867, 2.476)  0.3693
H (0.647, 0.482, -2.040)  0.3004
H (2.134, 1.102, -1.329)  0.4190
H (1.936, -0.633, -1.574)  0.3877
N (-0.300, 2.531, -0.322)  -0.4033
C (-0.213, 1.439, 0.553)  -0.2463
O (-1.332, 0.625, 0.603)  -0.5722
H (-0.708, 2.302, -1.218)  0.1867
H (-0.307, 3.443, 0.113)  0.2190
H (0.137, 1.774, 1.538)  0.3492

It is x that is most stable; the runner-up trails by 21.2 kcal/mol.

w | Formula: C4H5N3
Source: the Open Molecules 2025 dataset
Level of theory: the ωB97M-V functional and the def2-TZVPD basis

Summary:
highest occupied orbital energy	-0.3855	Eh
molecular weight	95.10	Da
gap between HOMO and LUMO	11.07	eV

Each line ends with the Mulliken charge.
Geometry (Å):
C (-1.624, 0.124, 0.108)  -0.9117
N (-0.489, -0.486, -0.576)  -0.3598
C (0.763, -0.410, 0.155)  0.5157
C (1.887, -0.678, -0.762)  -0.0436
N (2.751, -0.850, -1.508)  -0.3724
C (1.004, 0.884, 0.849)  0.1106
N (1.106, 1.881, 1.426)  -0.3886
H (-1.722, -0.304, 1.109)  0.3157
H (-2.531, -0.114, -0.453)  0.3260
H (-1.543, 1.216, 0.212)  0.3340
H (-0.373, -0.083, -1.498)  0.2899
H (0.771, -1.180, 0.938)  0.1842

x | Formula: C4H5N3
Source: the Open Molecules 2025 dataset
Level of theory: the ωB97M-V functional and the def2-TZVPD basis

Summary:
highest occupied orbital energy	-0.2983	Eh
molecular weight	95.11	Da
gap between HOMO and LUMO	8.48	eV

Each line ends with the Mulliken charge.
Geometry (Å):
C (-0.666, -0.648, 0.387)  0.7427
C (0.348, 0.013, 1.044)  -0.6143
C (1.388, 0.648, 0.287)  -0.2096
C (-1.163, 0.181, -0.637)  -0.3923
H (-1.985, -2.277, 0.454)  0.1958
H (0.848, -0.438, 1.895)  0.3250
H (2.313, 0.797, 0.728)  0.4759
H (1.300, 1.790, -1.667)  0.2958
H (-1.916, -0.241, -1.094)  0.4013
N (-1.127, -1.814, 0.936)  -0.7514
N (0.926, 1.132, -0.911)  0.1957
N (-0.265, 0.857, -1.420)  -0.6648

It is w that is most stable; the runner-up trails by 57.4 kcal/mol.